Record 1
Molecular formula: C18H30AsIrN4O3S3Si2
Method: DFT, wB97M-V/def2-TZVPD

```
! RIJCOSX wB97M-V def2-TZVPD def2/J DEFGRID3
* xyz 1 2
Ir 0.3072 -0.9778 -0.8933
As -1.6192 0.1175 -1.7274
S 0.6366 -2.1394 -3.2723
S 0.7659 -0.9659 1.8039
S -0.5550 -3.3257 -0.9422
Si -1.1077 2.4778 -1.7076
Si -3.7696 -0.3180 -0.6180
O -0.5293 -4.5171 -3.2163
O -0.6405 -0.7157 1.5172
O 1.2054 -2.3248 1.6330
N 3.7683 -0.6514 0.8789
N 3.3030 2.0010 6.1316
N 1.4909 -0.0023 0.6832
N 2.6261 -0.5200 -1.1924
C 4.9058 -1.1313 -1.1650
C 3.7311 -0.8746 -1.8436
C -0.1540 -4.6741 -4.5934
C 1.2748 -0.2627 3.3186
C 2.6142 1.2431 5.2306
C 1.4863 1.7649 4.5729
C 4.8604 -1.0146 0.2189
C 2.3501 -0.8184 4.0003
C 0.8347 1.0244 3.6149
C -2.0640 3.1958 -3.1717
C 3.0012 -0.0791 4.9617
C 2.6878 -0.4092 0.1498
C -1.6794 3.1784 -0.0494
C -3.6880 0.1423 1.2023
C 0.7607 2.5376 -1.9530
C -4.1065 -2.1277 -1.0055
C -4.8889 0.8388 -1.6151
C -0.1800 -3.4364 -2.5802
H 1.0305 2.0798 -2.9066
H 2.6662 -1.8237 3.7567
H -0.4931 -3.8248 -5.1864
H -1.6827 2.7889 -4.1093
H -3.3604 -2.7679 -0.5364
H -5.0879 -2.4389 -0.6437
H -0.0186 1.4265 3.0838
H -2.7798 -0.2674 1.6323
H 1.2562 1.9728 -1.1611
H 3.6487 -0.9488 -2.9213
H 1.1569 3.5537 -1.9422
H 3.8349 -0.5077 5.5030
H -4.0698 -2.2989 -2.0822
H 5.8056 -1.4199 -1.6856
H 5.7305 -1.2154 0.8336
H 4.2029 1.6856 6.4443
H -0.6306 -5.5877 -4.9308
H -1.2962 2.5584 0.7631
H -2.7682 3.1906 0.0148
H -3.1225 2.9388 -3.1067
H -4.6777 1.8836 -1.3815
H -3.6731 1.2242 1.3371
H -1.3236 4.1982 0.1061
H -4.7271 0.6930 -2.6847
H -1.9810 4.2824 -3.2148
H 1.1498 2.7661 4.8097
H 3.1336 2.9895 6.1646
H -5.9432 0.6564 -1.4033
H -4.5376 -0.2588 1.7581
H 0.9288 -4.7644 -4.6819
*
```

Values from the calculation:
- <S²>: 1.113
- Frontier orbital gap (alpha / beta): 5.91 / 5.28 eV
- Total energy: -5262.06040 Ha
- HOMO energy (alpha / beta): -10.24 / -10.19 eV
- Max |F|: 5.56 eV/A

---

Record 2
Molecular formula: C18H30CdF6GeO4PS3
Method: DFT, wB97M-V/def2-TZVPD

```
! RIJCOSX wB97M-V def2-TZVPD def2/J DEFGRID3
* xyz -2 2
Cd -0.3665 0.0887 -0.9533
Ge 1.2257 1.5443 -3.6704
S 2.0898 -1.2352 -0.3581
S -2.8829 -0.5873 0.7268
S 1.1698 -3.0975 -3.0443
P 1.1893 0.6370 4.2764
F 1.4039 1.2934 5.7458
F 0.2466 -0.5141 4.9307
F 0.9324 0.0024 2.8080
F -0.1423 1.5721 4.0638
F 2.4898 -0.2880 4.4771
F 2.0863 1.8077 3.6152
O -2.8740 3.7673 -0.7136
O -0.5497 1.6573 0.9657
O -2.1614 -1.3648 -0.3396
O -2.3004 1.6046 -0.9317
C -1.9711 -0.9951 2.2747
C -4.2667 -1.7215 1.2060
C -0.3682 4.0594 0.6995
C -3.6728 -2.7336 2.1711
C -0.2389 0.4258 -3.0868
C 2.0530 -3.6985 -1.7211
C 3.5825 -4.8444 0.3523
C -2.2119 3.0392 2.0686
C -2.2439 2.7466 -0.4038
C 3.1920 -3.5323 0.4341
C 1.1445 1.7775 -5.6597
C 2.4639 -5.0577 -1.7568
C 3.2122 -5.6218 -0.7590
C 2.4252 -2.9063 -0.5798
C 3.0249 0.8122 -3.3123
C -2.8387 -1.9001 3.1379
C 1.1302 3.3751 -2.9078
C -1.3113 2.8685 0.8457
H 3.4657 -2.9304 1.2906
H -1.0651 -1.4936 1.9282
H 3.5154 -6.6607 -0.8272
H -0.1727 -0.5528 -3.5558
H -1.6144 3.2264 2.9627
H -2.8008 2.1322 2.2239
H -2.2211 -2.5106 3.7979
H 1.1709 0.8031 -6.1518
H 3.7908 1.3962 -3.8296
H 0.0556 4.3321 1.6701
H -3.0254 -3.4190 1.6189
H -0.9107 4.9090 0.2878
H 4.1790 -5.2797 1.1462
H 0.1106 3.5905 -2.5828
H -1.1956 0.8920 -3.3309
H -3.5028 -1.2965 3.7631
H -5.0364 -1.1085 1.6813
H 1.9878 2.3708 -6.0253
H 0.4462 3.7944 0.0242
H 3.0754 -0.2224 -3.6549
H 3.2351 0.8155 -2.2436
H -1.6862 -0.0736 2.7760
H 1.4273 4.1248 -3.6439
H 2.1691 -5.6404 -2.6202
H -2.8883 3.8761 1.8989
H -4.4414 -3.3169 2.6849
H 1.7910 3.4636 -2.0435
H -4.6554 -2.1510 0.2841
H -0.0841 1.6671 1.8155
H 0.2189 2.2815 -5.9461
*
```

Values from the calculation:
- <S²>: 0.777
- Frontier orbital gap (alpha / beta): 6.41 / 5.55 eV
- Total energy: -5384.92573 Ha
- HOMO energy (alpha / beta): -2.32 / -2.36 eV
- Max |F|: 1.48 eV/A

---

Record 3
Molecular formula: C18H30Cl10F6O4
Method: DFT, wB97M-V/def2-TZVPD

```
! RIJCOSX wB97M-V def2-TZVPD def2/J DEFGRID3
* xyz -1 2
Cl -0.1544 -1.7918 -0.1963
Cl 1.9694 -2.9818 -3.4719
Cl 0.7638 2.8742 -2.3967
Cl 1.8116 0.7646 -5.7176
Cl -0.4330 0.3044 2.6189
Cl -4.0844 -1.1506 -0.7721
Cl -6.2214 1.8196 1.2415
Cl -4.8379 6.7225 2.6268
Cl 3.4407 5.0170 -4.9069
Cl -2.4709 3.2265 2.0224
F -1.4243 -7.8113 2.8514
F 5.4983 2.8740 1.3371
F 3.2775 2.8832 1.3206
F 4.4249 1.3504 2.4155
F -1.3069 -7.4400 4.9695
F 0.5144 -7.2858 3.8619
O 3.9891 -0.0561 0.3442
O 4.6645 1.6485 -1.0191
O -0.4057 -4.7987 4.3360
O -1.6017 -5.2629 2.4668
C 3.9711 -1.1642 -0.6208
C 2.9523 3.9411 -3.5678
C -5.0219 1.1724 0.0940
C 1.4872 4.1631 -3.3351
C 5.3477 -1.8449 -0.6843
C -1.6929 -3.9165 2.0082
C 4.3484 2.1561 1.3468
C -4.4893 5.0442 2.2073
C 4.3025 1.2495 0.0596
C -2.8744 -3.0834 2.5017
C -0.6808 0.6830 0.8639
C -0.9839 -5.5695 3.5969
C 1.3771 -1.5260 -4.2811
C -0.8105 -7.0527 3.7658
C 2.3907 -0.9156 -5.2498
C 0.2525 -0.0683 -0.1387
C -3.0368 4.7832 2.5671
C -5.3746 -0.3153 0.1709
H 2.5732 -1.4857 -6.1607
H -0.4960 1.7546 0.7892
H -3.8048 -3.2461 1.9577
H -5.2220 -0.6821 1.1859
H -4.8505 4.9455 1.1836
H 5.6811 -1.7903 0.3520
H 1.3000 0.0893 0.1179
H 5.1880 -2.8864 -0.9636
H -5.1508 4.3219 2.6856
H -0.7624 -3.3781 2.1882
H -4.0165 1.4546 0.4062
H 3.5611 -0.7659 -1.5489
H 1.2591 5.1051 -2.8365
H 1.0013 -0.8610 -3.5034
H 0.8911 4.1616 -4.2477
H -1.7293 0.4277 0.7102
H 3.1475 -1.7980 -0.2922
H 3.2718 2.9144 -3.7464
H -6.3178 -0.5706 -0.3120
H 3.5249 4.2929 -2.7095
H 0.2095 0.3715 -1.1351
H 6.1094 -1.3396 -1.2780
H -2.4611 5.5717 2.0823
H -5.2211 1.6665 -0.8570
H -2.7712 4.8386 3.6228
H 3.3169 -0.6676 -4.7316
H 0.5955 -1.9227 -4.9290
H -1.9179 -3.9167 0.9416
H -2.7081 -2.0419 2.2266
H -3.0788 -3.2057 3.5653
*
```

Values from the calculation:
- <S²>: 0.751
- Frontier orbital gap (alpha / beta): 1.77 / 10.53 eV
- Total energy: -6205.92374 Ha
- HOMO energy (alpha / beta): 0.42 / -8.39 eV
- Max |F|: 3.36 eV/A

---

What did the third record say?
Molecular formula: C18H30Cl10F6O4
Method: DFT, wB97M-V/def2-TZVPD

```
! RIJCOSX wB97M-V def2-TZVPD def2/J DEFGRID3
* xyz -1 2
Cl -0.1544 -1.7918 -0.1963
Cl 1.9694 -2.9818 -3.4719
Cl 0.7638 2.8742 -2.3967
Cl 1.8116 0.7646 -5.7176
Cl -0.4330 0.3044 2.6189
Cl -4.0844 -1.1506 -0.7721
Cl -6.2214 1.8196 1.2415
Cl -4.8379 6.7225 2.6268
Cl 3.4407 5.0170 -4.9069
Cl -2.4709 3.2265 2.0224
F -1.4243 -7.8113 2.8514
F 5.4983 2.8740 1.3371
F 3.2775 2.8832 1.3206
F 4.4249 1.3504 2.4155
F -1.3069 -7.4400 4.9695
F 0.5144 -7.2858 3.8619
O 3.9891 -0.0561 0.3442
O 4.6645 1.6485 -1.0191
O -0.4057 -4.7987 4.3360
O -1.6017 -5.2629 2.4668
C 3.9711 -1.1642 -0.6208
C 2.9523 3.9411 -3.5678
C -5.0219 1.1724 0.0940
C 1.4872 4.1631 -3.3351
C 5.3477 -1.8449 -0.6843
C -1.6929 -3.9165 2.0082
C 4.3484 2.1561 1.3468
C -4.4893 5.0442 2.2073
C 4.3025 1.2495 0.0596
C -2.8744 -3.0834 2.5017
C -0.6808 0.6830 0.8639
C -0.9839 -5.5695 3.5969
C 1.3771 -1.5260 -4.2811
C -0.8105 -7.0527 3.7658
C 2.3907 -0.9156 -5.2498
C 0.2525 -0.0683 -0.1387
C -3.0368 4.7832 2.5671
C -5.3746 -0.3153 0.1709
H 2.5732 -1.4857 -6.1607
H -0.4960 1.7546 0.7892
H -3.8048 -3.2461 1.9577
H -5.2220 -0.6821 1.1859
H -4.8505 4.9455 1.1836
H 5.6811 -1.7903 0.3520
H 1.3000 0.0893 0.1179
H 5.1880 -2.8864 -0.9636
H -5.1508 4.3219 2.6856
H -0.7624 -3.3781 2.1882
H -4.0165 1.4546 0.4062
H 3.5611 -0.7659 -1.5489
H 1.2591 5.1051 -2.8365
H 1.0013 -0.8610 -3.5034
H 0.8911 4.1616 -4.2477
H -1.7293 0.4277 0.7102
H 3.1475 -1.7980 -0.2922
H 3.2718 2.9144 -3.7464
H -6.3178 -0.5706 -0.3120
H 3.5249 4.2929 -2.7095
H 0.2095 0.3715 -1.1351
H 6.1094 -1.3396 -1.2780
H -2.4611 5.5717 2.0823
H -5.2211 1.6665 -0.8570
H -2.7712 4.8386 3.6228
H 3.3169 -0.6676 -4.7316
H 0.5955 -1.9227 -4.9290
H -1.9179 -3.9167 0.9416
H -2.7081 -2.0419 2.2266
H -3.0788 -3.2057 3.5653
*
```

Values from the calculation:
- <S²>: 0.751
- Frontier orbital gap (alpha / beta): 1.77 / 10.53 eV
- Total energy: -6205.92374 Ha
- HOMO energy (alpha / beta): 0.42 / -8.39 eV
- Max |F|: 3.36 eV/A

---

Copy entry 2 word for word.
Molecular formula: C18H30CdF6GeO4PS3
Method: DFT, wB97M-V/def2-TZVPD

```
! RIJCOSX wB97M-V def2-TZVPD def2/J DEFGRID3
* xyz -2 2
Cd -0.3665 0.0887 -0.9533
Ge 1.2257 1.5443 -3.6704
S 2.0898 -1.2352 -0.3581
S -2.8829 -0.5873 0.7268
S 1.1698 -3.0975 -3.0443
P 1.1893 0.6370 4.2764
F 1.4039 1.2934 5.7458
F 0.2466 -0.5141 4.9307
F 0.9324 0.0024 2.8080
F -0.1423 1.5721 4.0638
F 2.4898 -0.2880 4.4771
F 2.0863 1.8077 3.6152
O -2.8740 3.7673 -0.7136
O -0.5497 1.6573 0.9657
O -2.1614 -1.3648 -0.3396
O -2.3004 1.6046 -0.9317
C -1.9711 -0.9951 2.2747
C -4.2667 -1.7215 1.2060
C -0.3682 4.0594 0.6995
C -3.6728 -2.7336 2.1711
C -0.2389 0.4258 -3.0868
C 2.0530 -3.6985 -1.7211
C 3.5825 -4.8444 0.3523
C -2.2119 3.0392 2.0686
C -2.2439 2.7466 -0.4038
C 3.1920 -3.5323 0.4341
C 1.1445 1.7775 -5.6597
C 2.4639 -5.0577 -1.7568
C 3.2122 -5.6218 -0.7590
C 2.4252 -2.9063 -0.5798
C 3.0249 0.8122 -3.3123
C -2.8387 -1.9001 3.1379
C 1.1302 3.3751 -2.9078
C -1.3113 2.8685 0.8457
H 3.4657 -2.9304 1.2906
H -1.0651 -1.4936 1.9282
H 3.5154 -6.6607 -0.8272
H -0.1727 -0.5528 -3.5558
H -1.6144 3.2264 2.9627
H -2.8008 2.1322 2.2239
H -2.2211 -2.5106 3.7979
H 1.1709 0.8031 -6.1518
H 3.7908 1.3962 -3.8296
H 0.0556 4.3321 1.6701
H -3.0254 -3.4190 1.6189
H -0.9107 4.9090 0.2878
H 4.1790 -5.2797 1.1462
H 0.1106 3.5905 -2.5828
H -1.1956 0.8920 -3.3309
H -3.5028 -1.2965 3.7631
H -5.0364 -1.1085 1.6813
H 1.9878 2.3708 -6.0253
H 0.4462 3.7944 0.0242
H 3.0754 -0.2224 -3.6549
H 3.2351 0.8155 -2.2436
H -1.6862 -0.0736 2.7760
H 1.4273 4.1248 -3.6439
H 2.1691 -5.6404 -2.6202
H -2.8883 3.8761 1.8989
H -4.4414 -3.3169 2.6849
H 1.7910 3.4636 -2.0435
H -4.6554 -2.1510 0.2841
H -0.0841 1.6671 1.8155
H 0.2189 2.2815 -5.9461
*
```

Values from the calculation:
- <S²>: 0.777
- Frontier orbital gap (alpha / beta): 6.41 / 5.55 eV
- Total energy: -5384.92573 Ha
- HOMO energy (alpha / beta): -2.32 / -2.36 eV
- Max |F|: 1.48 eV/A

---

Question: Look up the total energy of the first one.
Answer: -5262.06040 Ha